Record 1
The following is a DFT calculation (wB97M-V/def2-TZVPD) of the molecule CH4N2O2S.

For the total energy, the calculation gives -698.571543 Ha. The HOMO energy comes out at -8.93 eV. The relative energy (zero: lowest compared OMol25 entry of this formula, charge and spin) is 2.824 eV. As for the SMILES: ONC(=S)NO.

ORCA input file:
```
! wB97M-V def2-TZVPD RIJCOSX def2/J DEFGRID3
* xyz 0 1
C -0.14 0.13 0.13
H 2.28 0.56 1.00
H 0.16 1.60 1.53
H 1.28 0.15 -1.28
H -0.67 -1.73 -1.28
N 0.55 1.13 0.74
N 0.67 -0.51 -0.80
O 1.89 1.35 0.53
O 0.11 -1.35 -1.75
S -1.67 -0.35 0.59
*
```

Atomic partial charges in e from the Mulliken method, atoms 1 to 5: 0.374, 0.368, 0.206, 0.285, 0.290


Record 2
The following is a DFT calculation (wB97M-V/def2-TZVPD) of a 3-piece molecular cluster, C5H16O3 overall.

For the total energy, the calculation gives -425.765084 Ha. The HOMO energy comes out at -9.54 eV. The relative energy (zero: lowest compared OMol25 entry of this formula, charge and spin) is 1.242 eV. As for the SMILES: CCO.CCO.CO.

ORCA input file:
```
! wB97M-V def2-TZVPD RIJCOSX def2/J DEFGRID3
* xyz 0 1
C 4.47 -4.76 -27.94
C 3.30 -5.70 -27.92
O 3.69 -6.94 -27.33
H 4.37 -3.95 -28.66
H 5.38 -5.34 -28.11
H 4.53 -4.18 -27.02
H 2.90 -5.85 -28.92
H 2.51 -5.18 -27.39
H 3.04 -7.26 -26.70
C 7.12 -8.42 -28.61
C 6.87 -7.99 -30.05
O 6.35 -9.12 -30.74
H 6.30 -8.87 -28.06
H 7.22 -7.48 -28.06
H 8.01 -9.01 -28.42
H 7.70 -7.54 -30.59
H 6.09 -7.23 -30.07
H 5.47 -9.19 -30.34
C 3.72 -10.44 -28.86
O 3.72 -9.12 -29.42
H 4.36 -10.46 -27.98
H 2.69 -10.73 -28.66
H 4.01 -11.24 -29.53
H 3.76 -8.46 -28.74
*
```

Atomic partial charges in e from the Mulliken method, atoms 1 to 5: -1.008, -0.117, -0.547, 0.328, 0.176


Record 3
The following is a DFT calculation (wB97M-V/def2-TZVPD) of C26H36ClN3Os as an isolated structure.

For the total energy, the calculation gives -1727.150265 Ha. The HOMO energy (spin up / spin down) comes out at 2.27 / -0.19 eV.

ORCA input file:
```
! wB97M-V def2-TZVPD RIJCOSX def2/J DEFGRID3
* xyz -2 5
Os -1.49 0.08 -0.03
Cl 0.15 -1.43 0.59
C -1.00 1.95 -0.72
C 0.18 2.70 -0.99
C 0.12 4.03 -1.42
C -1.10 4.67 -1.63
C -2.25 3.94 -1.41
C -2.20 2.61 -1.00
H 1.17 2.26 -0.86
H 1.04 4.56 -1.63
H -3.20 4.42 -1.61
H -3.13 2.07 -0.87
C -1.19 6.11 -2.02
H -2.21 6.34 -2.32
H -0.54 6.37 -2.85
H -0.94 6.78 -1.19
C 4.90 -0.47 -0.56
N 3.70 0.00 -1.10
H 5.69 0.01 1.47
N 3.80 0.81 0.85
H 5.60 -1.04 -1.11
C 2.83 -0.59 -2.18
C 3.44 -0.16 -3.49
C 2.81 -2.11 -2.08
H 4.50 -0.42 -3.53
H 2.93 -0.66 -4.32
H 3.32 0.92 -3.62
H 0.72 -0.67 -2.67
H 1.35 1.01 -2.42
H 2.25 -2.47 -1.21
C 1.41 -0.03 -2.08
H 3.82 -2.54 -2.07
H 2.31 -2.52 -2.97
H 0.99 -0.10 -1.06
C 4.95 0.04 0.71
C 2.72 -0.08 3.00
H 3.67 -0.55 3.30
H 2.23 0.30 3.91
C 2.98 1.14 2.09
H 0.86 1.65 2.40
C 3.79 2.17 2.83
H 4.00 3.04 2.20
H 2.03 -0.81 2.53
H 1.20 0.87 0.92
H 4.73 1.71 3.15
H 3.27 2.49 3.73
C 1.62 1.64 1.58
H 1.69 2.59 1.02
C 3.39 1.10 -0.39
C -1.85 -0.53 2.60
C -2.92 -1.38 2.00
C -3.57 -2.46 2.60
C -4.55 -3.21 1.90
C -4.80 -2.99 0.51
C -4.12 -1.99 -0.16
C -4.21 -1.64 -1.61
C -3.29 -1.14 0.64
N -3.20 0.16 0.15
H -2.27 0.16 3.34
H -1.28 0.14 1.81
H -1.10 -1.20 3.06
H -3.33 -2.72 3.64
H -5.10 -4.01 2.41
H -5.52 -3.63 -0.04
H -4.02 -2.53 -2.22
H -5.20 -1.23 -1.88
H -3.45 -0.88 -1.87
*
```

Atomic partial charges in e from the Mulliken method, atoms 1 to 5: 0.382, -0.619, -0.552, 0.720, -1.206


Record 4
The following is a DFT calculation (wB97M-V/def2-TZVPD) of C24H73AsB4F6N3NaO2Sn2 as an isolated structure.

For the total energy, the calculation gives -4797.777468 Ha. The HOMO energy comes out at -8.42 eV.

ORCA input file:
```
! wB97M-V def2-TZVPD RIJCOSX def2/J DEFGRID3
* xyz 0 1
Na -9.34 18.24 -5.37
Sn -12.86 21.01 -7.05
Sn -10.00 19.12 -10.44
B -10.50 20.68 -5.18
H -11.42 20.21 -4.87
H -10.11 20.23 -6.08
H -10.71 21.73 -5.31
H -9.74 20.51 -4.43
B -10.00 21.95 -8.71
H -8.93 21.98 -8.67
H -10.40 22.25 -9.67
H -10.30 20.91 -8.68
H -10.59 22.46 -7.96
B -10.83 18.01 -7.53
H -11.74 18.31 -7.03
H -10.18 18.85 -7.72
H -10.36 17.25 -6.92
H -11.12 17.61 -8.49
B -13.01 20.37 -10.25
H -13.07 19.94 -11.24
H -13.97 20.43 -9.77
H -12.43 19.71 -9.62
H -12.42 21.27 -10.24
As -6.41 18.76 -7.24
F -7.73 18.68 -8.48
F -5.61 20.10 -8.14
F -5.12 18.74 -5.93
F -7.33 17.57 -6.26
F -5.41 17.62 -8.12
F -7.26 20.11 -6.44
C -11.35 16.19 -3.34
C -10.58 17.20 -2.56
N -9.18 17.23 -3.02
C -8.51 18.39 -2.45
C -8.29 18.46 -0.92
C -8.41 16.01 -2.73
C -6.99 15.92 -3.33
H -10.89 15.21 -3.18
H -11.32 16.40 -4.41
H -12.36 16.06 -2.96
H -11.04 18.17 -2.74
H -10.74 17.10 -1.49
H -7.59 18.49 -3.01
H -9.05 19.30 -2.70
H -8.00 19.47 -0.63
H -9.23 18.15 -0.46
H -7.50 17.77 -0.64
H -8.83 15.11 -3.20
H -8.36 15.82 -1.66
H -7.00 16.06 -4.41
H -6.53 14.95 -3.10
H -6.34 16.71 -2.95
C -13.52 10.59 -5.73
C -14.21 12.00 -5.92
N -14.06 12.50 -7.22
C -14.50 11.59 -8.26
C -15.10 12.54 -9.36
C -12.78 13.12 -7.47
C -12.59 14.46 -6.78
H -13.90 9.72 -6.28
H -13.79 10.28 -4.72
H -12.46 10.63 -5.99
H -15.30 11.91 -5.89
H -13.79 12.66 -5.16
H -13.77 10.87 -8.63
H -15.29 10.94 -7.90
H -15.82 13.26 -8.98
H -14.30 12.93 -9.99
H -15.78 11.89 -9.92
H -12.60 13.51 -8.47
H -12.00 12.45 -7.10
H -12.64 14.40 -5.69
H -13.41 15.11 -7.08
H -11.63 14.86 -7.09
C -14.08 17.66 -5.20
C -14.53 17.71 -6.64
N -15.39 18.88 -6.93
C -16.35 19.18 -5.84
C -17.50 18.28 -5.97
C -15.85 19.00 -8.32
C -16.50 20.36 -8.48
H -13.58 18.55 -4.81
H -13.44 16.78 -5.11
H -14.91 17.43 -4.53
H -13.68 17.70 -7.32
H -15.11 16.82 -6.89
H -15.93 19.19 -4.83
H -16.67 20.22 -5.94
H -18.37 18.26 -5.31
H -18.02 18.40 -6.92
H -17.15 17.25 -6.02
H -16.68 18.36 -8.62
H -14.97 18.90 -8.96
H -17.56 20.26 -8.27
H -16.43 20.72 -9.50
H -16.11 21.26 -8.00
C -8.29 14.96 -8.30
C -8.76 14.91 -9.72
O -8.83 15.95 -10.37
C -9.33 13.61 -10.19
H -9.22 15.14 -7.75
H -7.64 15.83 -8.24
H -7.80 14.05 -7.95
H -9.93 13.68 -11.09
H -9.73 12.99 -9.38
H -8.44 13.08 -10.54
C -14.10 15.79 -10.13
C -13.32 16.63 -11.10
O -12.09 16.59 -11.07
C -14.17 17.45 -12.02
H -14.79 16.23 -9.41
H -13.46 15.12 -9.54
H -14.55 15.05 -10.79
H -13.53 17.95 -12.76
H -14.71 18.14 -11.37
H -14.93 17.03 -12.67
*
```

Atomic partial charges in e from the Mulliken method, atoms 1 to 5: -0.156, 0.968, 0.979, 2.023, -0.778


Record 5
The following is a DFT calculation (wB97M-V/def2-TZVPD) of the molecule C5H5PS.

For the total energy, the calculation gives -932.850514 Ha. The HOMO energy (spin up / spin down) comes out at -7.47 / -8.98 eV. The relative energy (zero: lowest compared OMol25 entry of this formula, charge and spin) is 4.001 eV. As for the SMILES: C#C[C@@H]1C=PSC1.

ORCA input file:
```
! wB97M-V def2-TZVPD RIJCOSX def2/J DEFGRID3
* xyz 0 1
C -1.19 -0.70 -1.94
C -0.48 -0.42 -0.99
C 0.16 -1.27 1.31
C -0.13 1.15 0.69
C 0.24 -0.27 0.28
P -1.80 -0.76 2.33
S -1.60 1.17 1.86
H -1.80 -0.43 -2.77
H 0.17 -2.34 1.26
H 0.61 1.57 1.32
H -0.15 1.93 -0.15
H 1.25 -0.01 0.02
*
```

Atomic partial charges in e from the Mulliken method, atoms 1 to 5: -0.174, -0.421, -0.707, -0.813, 0.352


Record 6
The following is a DFT calculation (wB97M-V/def2-TZVPD) of C34H30ClF9O5PReS4Sb as an isolated structure.

For the total energy, the calculation gives -5301.457609 Ha. The HOMO energy (spin up / spin down) comes out at -7.92 / -7.61 eV. The relative energy (zero: lowest compared OMol25 entry of this formula, charge and spin) is 2.349 eV.

ORCA input file:
```
! wB97M-V def2-TZVPD RIJCOSX def2/J DEFGRID3
* xyz 0 2
Re 0.06 0.29 -1.06
S -4.66 0.36 1.00
Sb -4.04 1.85 3.01
S -2.13 1.14 -1.10
S -2.66 0.65 0.82
S -3.62 0.25 4.54
C 3.25 -1.01 -1.02
O 2.25 -0.34 -1.77
C 2.72 0.82 -2.43
C 1.74 1.10 -3.57
O 0.45 1.43 -3.06
C 0.08 2.80 -3.21
H 4.04 -1.36 -1.69
H 2.78 -1.88 -0.56
H 3.67 -0.37 -0.24
H 3.73 0.65 -2.83
H 2.75 1.67 -1.74
H 1.62 0.18 -4.16
H 2.11 1.90 -4.22
H 0.82 3.48 -2.78
H -0.87 2.92 -2.70
H -0.05 3.03 -4.27
C -1.00 6.80 -0.93
C 0.42 6.58 -0.52
C 1.43 7.34 -1.11
C 2.75 7.16 -0.73
Cl 3.98 8.14 -1.46
C 3.10 6.22 0.23
C 2.10 5.46 0.81
C 0.77 5.63 0.45
O -0.22 4.91 1.08
C -0.36 3.57 0.65
C 0.83 2.62 0.97
O 1.32 2.59 2.08
O 1.20 1.91 -0.03
H -1.16 7.84 -1.21
H -1.67 6.54 -0.11
H -1.25 6.17 -1.78
H 1.18 8.08 -1.85
H 4.13 6.10 0.52
H 2.34 4.73 1.57
H -0.55 3.54 -0.44
H -1.24 3.19 1.18
F -6.91 -3.23 -0.84
C -6.12 -3.79 0.09
F -6.79 -3.76 1.25
F -6.03 -5.09 -0.25
C -4.75 -3.17 0.17
C -4.20 -2.59 -0.97
C -2.90 -2.13 -0.92
C -2.16 -2.25 0.25
C -2.71 -2.83 1.38
C -4.02 -3.30 1.34
P -0.43 -1.64 0.13
C 0.20 -1.63 1.84
C -0.54 -1.03 2.86
C -0.03 -0.88 4.13
C 1.25 -1.32 4.40
C 2.02 -1.91 3.40
C 1.50 -2.05 2.13
C 1.84 -1.17 5.78
F 1.10 -0.43 6.60
F 3.06 -0.61 5.74
F 2.00 -2.37 6.38
C 0.25 -3.16 -0.63
C 0.57 -3.10 -1.98
C 1.00 -4.22 -2.65
C 1.09 -5.43 -1.97
C 0.76 -5.51 -0.62
C 0.33 -4.38 0.05
C 1.57 -6.65 -2.71
F 2.92 -6.74 -2.69
F 1.10 -7.79 -2.19
F 1.23 -6.64 -4.01
H -4.79 -2.49 -1.86
H -2.45 -1.66 -1.78
H -2.15 -2.93 2.30
H -4.47 -3.74 2.21
H -1.54 -0.67 2.66
H -0.64 -0.41 4.89
H 3.03 -2.23 3.61
H 2.10 -2.51 1.36
H 0.47 -2.15 -2.50
H 1.25 -4.17 -3.70
H 0.83 -6.45 -0.11
H 0.06 -4.44 1.09
*
```

Atomic partial charges in e from the Mulliken method, atoms 1 to 5: 1.461, -0.279, 0.447, -0.548, 0.458


Record 7
The following is a DFT calculation (wB97M-V/def2-TZVPD) of the molecule CHNOS2.

For the total energy, the calculation gives -965.030836 Ha. The HOMO energy comes out at -9.10 eV. The relative energy (zero: lowest compared OMol25 entry of this formula, charge and spin) is 0.061 eV.

ORCA input file:
```
! wB97M-V def2-TZVPD RIJCOSX def2/J DEFGRID3
* xyz 0 1
C -2.78 -0.23 -0.05
N -1.60 -0.06 0.00
O -3.92 -0.31 -0.08
S -0.16 -0.77 0.64
S 0.41 -2.43 -0.22
H 0.55 0.22 0.06
*
```

Atomic partial charges in e from the Mulliken method, atoms 1 to 5: 0.582, -0.310, -0.363, 0.137, -0.263


Record 8
The following is a DFT calculation (wB97M-V/def2-TZVPD) of the molecule C17H17BrN2OS.

For the total energy, the calculation gives -3814.954932 Ha. The HOMO energy comes out at -8.60 eV. The relative energy (zero: lowest compared OMol25 entry of this formula, charge and spin) is 0.000 eV. As for the SMILES: Cc1cccc2c1N(C(=O)CSc1ccc(Br)cn1)CCC2.

ORCA input file:
```
! wB97M-V def2-TZVPD RIJCOSX def2/J DEFGRID3
* xyz 0 1
O -1.21 -1.99 -0.39
Br -2.46 1.21 -5.94
N -2.75 1.55 -1.79
S -3.42 -0.09 0.31
C -0.72 -1.00 0.18
C -2.57 1.78 -3.11
C -3.13 0.30 -1.38
C -3.20 -0.74 -2.28
C 2.76 2.11 2.25
C -3.08 -0.49 -3.63
C 2.12 2.37 1.00
C 2.65 0.86 2.84
C -2.77 0.80 -4.10
C 1.33 0.05 0.93
C 1.41 1.35 0.32
C 1.96 -0.18 2.17
N 0.66 -1.03 0.30
C -1.66 0.01 0.88
C 0.86 1.72 -1.02
C 1.93 -1.55 2.81
C 1.35 -2.31 0.48
C 1.20 -2.65 2.00
H -2.39 2.83 -3.40
H -3.40 -1.75 -1.90
H 3.32 2.87 2.77
H -3.12 -1.29 -4.38
H 2.25 3.34 0.54
H 3.13 0.65 3.81
H -1.30 1.03 0.70
H -1.60 -0.19 1.97
H 0.61 0.84 -1.65
H 1.59 2.34 -1.51
H -0.07 2.25 -0.92
H 3.00 -1.84 2.87
H 1.47 -1.51 3.81
H 2.41 -2.15 0.23
H 0.97 -3.14 -0.14
H 1.68 -3.62 2.17
H 0.15 -2.73 2.21
*
```

Atomic partial charges in e from the Mulliken method, atoms 1 to 5: -0.642, -0.168, -0.504, -0.194, 0.374


Record 9
The following is a DFT calculation (wB97M-V/def2-TZVPD) of C18H19FeN5S2 as an isolated structure.

For the total energy, the calculation gives -3031.166848 Ha. The HOMO energy (spin up / spin down) comes out at -6.90 / -6.67 eV.

ORCA input file:
```
! wB97M-V def2-TZVPD RIJCOSX def2/J DEFGRID3
* xyz 0 1
Fe 0.17 -0.33 0.29
C 0.96 3.45 1.93
C 0.55 2.04 1.64
N 0.82 1.43 0.53
N 1.52 2.14 -0.41
C 1.76 1.43 -1.48
N 2.49 2.04 -2.45
S 1.26 -0.20 -1.74
C -0.20 1.21 2.59
C -0.73 1.69 3.78
C -1.46 0.84 4.59
C -1.65 -0.47 4.19
C -1.11 -0.87 2.98
N -0.39 -0.08 2.19
H 1.95 3.63 1.52
H 0.97 3.65 3.00
H 0.28 4.16 1.45
H 2.71 3.01 -2.33
H 2.60 1.60 -3.34
H -0.58 2.72 4.06
H -1.88 1.20 5.52
H -2.23 -1.17 4.78
H -1.27 -1.88 2.62
C -1.66 0.26 -0.29
C -2.10 -1.09 -0.68
C -2.71 -1.97 0.24
C -2.94 -3.30 -0.06
C -2.59 -3.81 -1.31
C -2.04 -2.95 -2.25
C -1.80 -1.62 -1.95
H -2.28 0.69 0.50
H -1.61 0.94 -1.14
H -3.02 -1.58 1.20
H -3.40 -3.95 0.67
H -2.77 -4.85 -1.55
H -1.80 -3.32 -3.24
H -1.36 -0.97 -2.69
S 1.16 -4.85 -0.20
C 1.14 -4.50 1.47
C 0.90 -3.18 1.66
N 0.76 -2.44 0.51
C 0.89 -3.21 -0.54
H 1.30 -5.26 2.22
H 0.87 -2.69 2.62
H 0.82 -2.85 -1.56
*
```

Atomic partial charges in e from the Mulliken method, atoms 1 to 5: -0.508, -1.688, 0.983, 1.210, -1.309


Record 10
The following is a DFT calculation (wB97M-V/def2-TZVPD) of C4H2O2 as an isolated structure.

For the total energy, the calculation gives -303.824027 Ha. The HOMO energy comes out at -10.96 eV. The relative energy (zero: lowest compared OMol25 entry of this formula, charge and spin) is 5.055 eV.

ORCA input file:
```
! wB97M-V def2-TZVPD RIJCOSX def2/J DEFGRID3
* xyz 0 1
C 1.15 -1.13 -1.32
C 0.37 -0.29 -0.39
C -0.23 0.45 0.32
C -1.19 1.14 1.28
H 2.26 -0.40 -1.61
H -2.50 0.48 1.48
O 0.63 -2.36 -1.69
O -0.48 2.12 1.93
*
```

Atomic partial charges in e from the Mulliken method, atoms 1 to 5: -0.312, 0.181, 0.653, -0.218, 0.240


Record 11
The following is a DFT calculation (wB97M-V/def2-TZVPD) of an isolated ion of composition C3H7NO2P and charge +1.

For the total energy, the calculation gives -664.798680 Ha. The HOMO energy comes out at -12.61 eV. The relative energy (zero: lowest compared OMol25 entry of this formula, charge and spin) is 0.819 eV. As for the SMILES: [NH3+]CP1OC=CO1.

ORCA input file:
```
! wB97M-V def2-TZVPD RIJCOSX def2/J DEFGRID3
* xyz 1 1
C -1.50 -0.85 0.94
C -2.31 -0.30 0.09
C 0.99 0.67 -0.87
N 1.87 -0.19 -0.05
O -0.40 -0.11 1.24
O -1.91 0.95 -0.34
P -0.45 1.34 0.39
H -1.71 -1.75 1.55
H -3.25 -0.45 -0.35
H 1.61 1.52 -1.18
H 0.62 0.32 -1.73
H 2.64 0.55 0.23
H 2.36 -0.91 -0.57
H 1.46 -0.79 0.63
*
```

Atomic partial charges in e from the Mulliken method, atoms 1 to 5: -0.157, -0.081, -0.661, -0.307, -0.398


What is the formula in the first record?
CH4N2O2S